(1)
42
Properties=species:S:1:pos:R:3 method="wB97M-V/def2-TZVPD" energy_ev=-24526.900 homo_ha=-0.31471 lumo_energy_ev=-0.05 orbital_gap_ev=8.5 charge=0
C 1.2090 1.5301 -0.5858
O 2.5636 2.0434 -0.2875
C 0.1053 1.6814 0.4162
C -1.1800 1.9289 -0.3013
C -2.3711 1.1071 0.2740
C -2.2207 -0.0632 0.9357
N -3.3755 -1.0553 0.7969
C -3.7685 1.4879 -0.1234
H 0.9571 2.0717 -1.4606
H 1.3493 0.4308 -0.7101
H 2.5054 3.0085 -0.2409
H 0.3402 2.4655 1.1568
H 0.1475 0.9300 1.1691
H -0.9800 1.7413 -1.3775
H -1.4770 2.9480 -0.2309
H -1.2350 -0.5294 1.0026
H -3.4429 -1.3581 -0.1474
H -3.0696 -1.9580 1.3331
H -3.8632 1.0715 -1.1122
H -4.4174 1.1486 0.7330
H -3.7761 2.5004 -0.2714
H 0.0325 -2.5417 -0.7987
H 1.3868 -1.7454 -1.1436
O 0.3821 -1.8411 -1.2965
H -1.1746 -2.3514 -2.7310
H -1.7859 -1.1655 -1.7317
O -1.9865 -1.9859 -2.3273
H 4.0134 0.7514 2.3449
H 3.2109 -0.4682 2.5121
O 3.8401 0.0471 1.8394
H 3.9134 -1.6071 -0.8032
H 3.2285 -0.5797 0.1166
O 2.9979 -1.2485 -0.6202
H 1.0323 -1.6696 -3.2411
H 2.2923 -2.2968 -3.5424
O 1.5198 -2.0575 -3.9463
H 1.5588 -1.6711 1.4702
H 1.8899 -0.2627 1.0976
O 1.3036 -0.8019 1.6428
H -1.2230 0.0714 3.8645
H -0.1383 -0.0770 2.7494
O -0.2943 0.3703 3.5762

***

(2)
47
Properties=species:S:1:pos:R:3 method="wB97M-V/def2-TZVPD" energy_ev=-43757.342 homo_ha=-0.24748 lumo_energy_ev=2.66 orbital_gap_ev=9.4 charge=-1
Cl 25.6582 -26.3520 8.2840
O 25.9085 -27.7640 8.0062
O 25.3844 -26.1131 9.6891
O 26.8337 -25.5180 7.9751
O 24.5663 -25.9132 7.4875
O 25.8368 -29.8148 8.4382
H 26.7623 -29.8238 8.6823
H 25.6350 -28.8899 8.2967
O 23.2623 -27.7543 8.9090
H 23.3150 -27.2330 9.7101
H 23.6957 -27.2182 8.2449
O 24.2021 -27.9250 6.2148
H 24.9205 -27.5437 5.7101
H 24.4234 -27.7372 7.1269
O 23.3606 -26.6718 10.8131
H 24.3123 -26.6451 10.9121
H 23.1044 -25.7555 10.7083
O 22.2978 -24.8559 6.8861
H 22.6884 -24.6208 7.7278
H 22.9838 -25.3444 6.4312
O 28.3853 -27.2006 9.2220
H 27.5325 -26.9667 8.8556
H 28.4381 -26.7077 10.0408
C 26.2599 -23.2731 4.9870
C 25.6249 -24.4980 5.4673
C 24.3277 -24.9876 4.7904
O 26.5692 -25.6047 5.6077
H 26.5795 -23.3883 3.9514
H 26.9983 -22.8940 5.6936
H 25.5126 -22.4835 4.9076
H 25.5196 -24.3789 6.5457
H 23.9324 -25.9318 5.1652
H 24.6200 -25.0818 3.7446
H 23.5349 -24.2461 4.8890
H 26.3901 -26.1529 6.3751
C 23.6878 -22.3570 8.2475
C 24.3167 -23.3414 9.2360
C 25.8343 -23.3720 9.2328
O 23.9560 -22.9604 10.5386
H 23.6900 -21.3039 8.5289
H 22.6399 -22.6040 8.0769
H 24.1944 -22.4387 7.2859
H 23.9847 -24.3305 8.9204
H 26.1939 -22.3907 9.5423
H 26.2548 -23.6771 8.2746
H 26.1284 -24.1857 9.8958
H 24.2714 -22.0861 10.7789

***

(3)
46
Properties=species:S:1:pos:R:3 method="wB97M-V/def2-TZVPD" energy_ev=-45517.319 homo_ha=-0.47276 lumo_energy_ev=-2.83 orbital_gap_ev=10.0 charge=+1
K -0.2575 -1.2643 0.0444
O 0.4385 -3.9113 -0.8246
H -0.4065 -4.2793 -0.6226
H 0.5035 -3.9773 -1.7816
O -1.6725 0.6937 1.0614
H -1.1995 1.4497 1.3734
H -2.5855 0.8677 0.8754
O 1.6405 -1.1143 -2.1966
H 2.2505 -0.4203 -1.8386
H 2.0955 -1.9263 -2.3236
O -1.1075 -2.0853 2.5244
H -1.2685 -1.5793 3.2694
H -1.9915 -2.3023 2.2984
O -2.3085 -2.4863 -1.2206
H -2.0795 -3.4223 -1.2536
H -3.2775 -2.5293 -1.1496
C -2.6895 2.1227 -2.3136
C -2.2385 0.6877 -2.0576
O -0.8785 0.5847 -1.8916
O -4.0665 2.1567 -2.3946
H -2.0905 2.5867 -3.1226
H -2.4235 2.8187 -1.4926
H -2.4695 0.2667 -3.0456
H -2.8165 0.0127 -1.2736
H -0.6625 1.4377 -1.5456
H -4.3855 2.7207 -1.7226
C 1.5255 -0.2133 3.1974
C 2.1495 -1.5613 2.7034
O 2.1255 -1.6513 1.3394
O 1.6565 -0.0543 4.5764
H 0.5015 -0.2263 2.8484
H 1.8795 0.6627 2.6204
H 1.6775 -2.4333 3.2564
H 3.2245 -1.6333 2.9314
H 2.6045 -2.4463 1.1034
H 2.5425 -0.3413 4.8064
C 1.9595 1.7097 -0.4356
C 1.1455 2.8417 -1.0776
O 0.0245 2.9817 -0.2726
O 2.8285 1.3257 -1.3986
H 1.2445 0.8547 -0.3366
H 2.4685 2.0047 0.5204
H 0.8725 2.6367 -2.1336
H 1.6735 3.7777 -1.0546
H 0.1875 3.6387 0.4384
H 3.6555 1.0207 -1.0066

***

(4)
42
Properties=species:S:1:pos:R:3 method="wB97M-V/def2-TZVPD" energy_ev=-21932.377 homo_ha="-0.50738 / -0.50714" lumo_energy_ev="-2.78 / -8.09" multiplicity=2 orbital_gap_ev="11.0 / 5.7" charge=+1 s2=0.754
C 2.4958 -0.3509 -0.2521
N 1.2245 -0.9301 -0.6990
C 0.4006 -1.4839 0.3831
C -0.5287 -2.6472 -0.0341
C -1.8032 -1.9972 -0.6542
C -0.9771 -3.3101 1.2542
C 2.8105 0.8837 -1.1435
N 1.6047 1.6548 -1.5362
H 3.3912 -0.9624 -0.4315
H 2.3824 -0.1073 0.8014
H 0.6374 -0.1807 -1.0909
H 1.0568 -1.7816 1.2113
H -0.1596 -0.6585 0.8301
H -0.0941 -3.2406 -0.8436
H -2.5623 -1.7422 0.0735
H -1.5394 -1.0563 -1.1577
H -2.4108 -2.6640 -1.2720
H -1.5771 -2.6177 1.8664
H -1.6025 -4.1987 1.1362
H -0.1108 -3.4635 1.9077
H 3.5419 1.4430 -0.5489
H 3.1720 0.5627 -2.1208
H 1.7561 2.6058 -1.8482
H 0.9105 1.7686 -0.7838
H -0.2244 1.8271 1.5833
H -0.6201 2.9471 0.4605
O 0.0832 2.4271 0.8859
H 0.6312 0.3560 -2.7810
H 0.7674 -1.1606 -2.9107
O 0.2310 -0.4308 -3.2133
H -2.1651 1.9356 -0.0913
H -2.3608 2.7591 1.1569
O -2.5502 2.7666 0.1989
H -2.4644 1.5880 -2.5926
H -1.2519 0.6804 -2.9192
O -1.7458 1.0950 -2.1875
H -0.8528 1.8987 3.2773
H -1.9345 0.9271 2.8358
O -1.7567 1.8700 2.9380
H 1.8032 1.1641 3.4395
H 1.2809 1.0537 1.9821
O 1.1111 0.7701 2.8900

***

(5)
43
Properties=species:S:1:pos:R:3 method="wB97M-V/def2-TZVPD" energy_ev=-24547.704 homo_ha=-0.21220 lumo_energy_ev=3.13 orbital_gap_ev=8.9 charge=-1
C -0.3684 -0.8729 -0.9859
N -0.7187 -0.2932 0.3221
C -0.0957 -0.8435 1.5558
O 1.2483 -0.4464 1.6724
C -1.4501 -0.5132 -1.9943
C -1.6071 1.0077 -2.3504
C -0.4042 1.9180 -2.5534
C 0.6308 1.3211 -3.5848
H 0.6165 -0.4909 -1.3708
H -0.2429 -1.9804 -0.8281
H -0.3625 0.6895 0.2041
H -0.1931 -1.9806 1.6710
H -0.5515 -0.4106 2.4930
H -1.4625 -1.0013 -2.9921
H -2.3963 -0.8920 -1.5539
H -2.1367 1.1628 -3.2863
H -2.2302 1.3060 -1.5045
H 0.0783 2.0418 -1.6015
H -0.6354 2.8874 -2.8519
H 1.5305 1.0143 -3.0417
H 0.3579 0.4141 -4.1210
H 0.8631 2.1454 -4.3168
H 2.8965 1.7330 2.4606
H 1.8686 0.5877 2.6431
O 2.1933 1.4657 3.0476
H -2.3323 0.8982 0.6662
H -3.0642 2.2602 0.6924
O -2.4231 1.7500 1.1464
H 0.3920 -4.2862 0.9269
H 1.4487 -3.4844 0.2602
O 0.5941 -4.0036 0.0377
H -0.5831 2.6588 1.6629
H 0.7858 2.8025 1.8680
O 0.1109 3.2190 1.2587
H 2.1306 -1.5346 1.2140
H 3.6179 -2.1699 1.0640
O 2.7113 -2.3335 0.8910
H -2.6758 -1.0983 0.4099
H -3.5134 -2.1292 1.1901
O -3.5058 -1.5676 0.4418
H 2.2148 1.2551 -0.2428
H 1.9080 -0.1096 0.4556
O 2.3903 0.3432 -0.3717

***

(6)
42
Properties=species:S:1:pos:R:3 method="wB97M-V/def2-TZVPD" energy_ev=-23056.238 homo_ha=-0.37522 lumo_energy_ev=-0.26 orbital_gap_ev=9.9 charge=0 smiles=CC(C)O.CC(C)O.O.O.O.O.O.O
O 3.5957 0.8846 -2.3881
H 2.9199 0.4778 -1.8222
H 4.3994 0.8838 -1.8567
O 4.9850 -0.5505 3.7677
H 4.5497 -1.0801 3.0804
H 4.2649 -0.1767 4.2847
O 2.0799 -3.2321 -0.3078
H 1.3958 -3.8163 -0.6615
H 2.8709 -3.4280 -0.8312
O 3.5636 -2.4968 2.0427
H 3.4164 -3.2746 2.5927
H 2.9154 -2.5718 1.3224
O 0.4579 2.3784 4.4986
H 0.7387 2.7015 3.6354
H 0.9679 1.5728 4.6377
O 0.0113 0.9218 -3.2249
H 0.6173 0.7068 -2.4974
H -0.3412 0.0697 -3.4979
C -0.3074 -0.6173 0.7218
C 0.7337 0.2335 0.0211
C 1.8044 0.7376 0.9961
O 1.3319 -0.5262 -1.0485
H -0.8591 -0.0172 1.4549
H 0.1098 -1.4311 1.3189
H -1.0845 -0.9740 0.0459
H 0.2936 1.1284 -0.4239
H 2.2603 -0.1158 1.5070
H 1.4120 1.4740 1.6919
H 2.6382 1.1632 0.4332
H 1.4310 -1.4295 -0.6954
C -5.2851 1.7303 -1.0663
C -4.4219 0.8408 -1.9877
C -3.1936 0.2836 -1.3364
O -5.2198 -0.2320 -2.4902
H -4.7209 2.6298 -0.8108
H -5.5278 1.1874 -0.1520
H -6.1962 2.0059 -1.5929
H -4.1234 1.5033 -2.8141
H -2.8088 -0.5585 -1.9101
H -3.5213 -0.0796 -0.3504
H -2.3790 0.9653 -1.1003
H -5.7743 0.1277 -3.1866

***

Going through the records in order, we get energy above the lowest of the compared OMol25 structures with the same formula, charge and spin values of 473.4 729.2 0.0 61.3 201.1 128.2 kJ/mol.